[1]
# C31H78ClN5O11

8 unconnected molecules or ions with the total composition C31H78ClN5O11 at a distorted geometry (ωB97M-V/def2-TZVPD, the OMol25 dataset).

Positions of all 126 atoms, in Å:
1 O -16.8880 6.0412 -3.7144
2 H -17.8022 6.4396 -3.7228
3 H -16.9813 5.0569 -3.7583
4 H -16.3987 6.3606 -2.9237
5 Cl -20.7365 4.5424 -2.2256
6 O -19.6923 3.7494 -1.5991
7 O -21.5432 3.5325 -2.8396
8 O -21.4904 5.3479 -1.3093
9 O -20.2185 5.3766 -3.3072
10 C -21.7477 1.3803 -0.0798
11 O -20.7715 0.9677 -1.0393
12 H -22.4052 2.0733 -0.6215
13 H -22.3644 0.5117 0.1440
14 H -21.2455 1.8617 0.7600
15 H -20.4689 1.7196 -1.5519
16 C -17.5574 0.7275 1.2725
17 C -16.6822 1.1575 0.1139
18 C -15.6147 0.0865 -0.2086
19 O -14.3933 0.7572 -0.4674
20 C -13.4037 -0.1286 -0.9333
21 N -17.4641 1.4478 -1.1158
22 H -18.0412 1.5900 1.7283
23 H -17.0234 0.0907 1.9812
24 H -18.3232 0.0287 0.9155
25 H -16.1757 2.1002 0.3269
26 H -15.9708 -0.4774 -1.0808
27 H -15.4004 -0.6087 0.6130
28 H -13.3714 -1.0558 -0.3478
29 H -12.4074 0.2976 -0.8432
30 H -13.6179 -0.4050 -1.9687
31 H -18.0578 2.2234 -0.8053
32 H -18.2008 0.7414 -1.1961
33 C -19.4367 5.2374 -8.0187
34 C -20.1676 5.7788 -6.7936
35 C -20.8284 7.1366 -6.9495
36 O -19.8037 8.1043 -7.1403
37 C -20.2448 9.3632 -7.5837
38 N -21.0594 4.7612 -6.2487
39 H -20.2094 4.8308 -8.6832
40 H -18.7792 4.3919 -7.8358
41 H -18.9513 6.0526 -8.5580
42 H -19.3729 5.9101 -6.0456
43 H -21.4198 7.3717 -6.0586
44 H -21.4790 7.1870 -7.8342
45 H -19.3538 9.9227 -7.8609
46 H -20.8265 9.8958 -6.8257
47 H -20.8654 9.2745 -8.4837
48 H -21.1768 4.9683 -5.2592
49 H -22.0157 4.7720 -6.5926
50 C -18.1186 5.4133 0.9882
51 C -18.2451 6.9069 0.8513
52 C -19.3755 7.4857 1.7205
53 O -19.0958 7.1557 3.0656
54 C -20.1072 7.6241 3.9354
55 N -16.9632 7.5308 1.2740
56 H -17.7585 5.1677 1.9832
57 H -17.4612 4.9968 0.2218
58 H -19.0889 4.9609 0.7674
59 H -18.4577 7.3051 -0.1463
60 H -20.3431 7.0768 1.4007
61 H -19.4866 8.5535 1.4930
62 H -20.2604 8.6990 3.8051
63 H -19.7943 7.3389 4.9396
64 H -21.0693 7.1209 3.7750
65 H -16.8840 7.4618 2.2858
66 H -17.0571 8.5367 1.1364
67 C -23.5656 -1.3549 -4.4316
68 C -23.7825 0.1678 -4.6290
69 C -24.5989 0.3343 -5.9369
70 C -25.3228 1.6686 -6.0367
71 C -26.2324 1.9664 -4.8331
72 C -25.4579 1.8036 -3.4879
73 N -24.6128 0.6401 -3.5169
74 O -24.0037 0.3927 -2.2544
75 C -24.7618 3.1444 -3.2526
76 C -26.5811 1.6770 -2.4533
77 C -22.4147 0.8483 -4.7469
78 H -24.4627 -1.9475 -4.6047
79 H -23.2823 -1.5495 -3.3946
80 H -22.7236 -1.6951 -5.0337
81 H -23.8164 0.3203 -6.7016
82 H -25.2353 -0.5416 -6.0461
83 H -25.9193 1.6368 -6.9520
84 H -24.5837 2.4675 -6.1367
85 H -27.1194 1.3361 -4.9093
86 H -26.5122 3.0039 -5.0096
87 H -23.9577 3.3968 -3.9398
88 H -25.5028 3.9414 -3.3589
89 H -24.4954 3.2102 -2.1903
90 H -27.1591 0.7604 -2.5408
91 H -26.1341 1.7119 -1.4507
92 H -27.2234 2.5579 -2.3778
93 H -21.9789 1.0503 -3.7652
94 H -22.5075 1.8396 -5.1974
95 H -21.7407 0.1920 -5.2920
96 H -23.5326 1.2262 -2.0829
97 C -26.6702 3.3648 3.3129
98 C -25.4444 2.8699 2.5204
99 C -25.7600 2.8489 1.0167
100 C -25.9483 4.2298 0.3806
101 C -24.6124 4.9719 0.5343
102 C -24.0276 4.9460 1.9640
103 N -24.2530 3.6783 2.6785
104 O -23.6269 3.5881 3.9252
105 C -22.4871 5.0175 1.8074
106 C -24.4168 6.2185 2.7185
107 C -25.1156 1.4337 2.9426
108 H -27.5686 2.8661 2.9485
109 H -26.8047 4.4366 3.1302
110 H -26.5788 3.2780 4.3963
111 H -24.9367 2.3281 0.5206
112 H -26.6647 2.2711 0.8070
113 H -26.7365 4.7779 0.8991
114 H -26.1958 4.1308 -0.6754
115 H -24.8524 6.0026 0.2584
116 H -23.8178 4.6238 -0.1259
117 H -22.2463 5.8857 1.1859
118 H -22.0068 5.2144 2.7676
119 H -22.0616 4.1208 1.3632
120 H -23.9731 6.2975 3.7126
121 H -24.1359 7.1065 2.1459
122 H -25.4993 6.3802 2.7953
123 H -25.8624 0.6587 2.7708
124 H -24.8348 1.4700 3.9946
125 H -24.2488 1.0902 2.3701
126 H -24.0307 4.2847 4.4696

Cartesian forces, eV/Å:
-0.71 0.14 0.00
0.08 -0.37 0.01
0.02 0.23 0.30
-0.10 -0.39 -0.06
-0.61 -1.92 -0.79
0.91 1.52 0.66
-1.36 0.11 -0.42
0.64 -0.04 0.06
1.08 0.68 0.36
0.24 0.31 -1.64
0.19 -0.87 0.22
-0.09 0.38 0.63
0.27 -0.03 0.48
-0.44 -0.11 0.28
-0.13 0.44 0.03
-0.29 -0.73 -0.06
0.34 -0.72 -0.66
-0.01 0.72 0.13
0.35 0.07 -0.21
-0.15 -0.42 0.01
-0.66 0.43 0.87
-0.06 -0.19 0.24
0.21 0.62 0.39
-0.21 0.33 -0.16
0.28 -0.20 0.27
0.21 -0.07 -0.03
-0.44 -0.02 0.06
-0.18 -0.03 0.09
-0.13 0.42 -0.12
0.18 -0.04 -0.14
0.16 0.23 -0.56
0.35 -0.26 -0.18
-1.28 0.40 -0.89
0.53 -0.66 0.40
0.39 0.47 -0.65
0.23 -0.14 0.22
-0.09 -0.15 -0.28
-0.24 0.08 0.82
0.09 0.09 -0.15
0.19 0.21 0.40
0.29 -0.17 0.07
-0.22 0.16 0.25
-0.03 -0.04 0.04
-0.18 -0.30 0.08
-0.04 0.16 0.16
0.07 0.04 0.09
-0.05 -0.07 0.01
0.14 -0.36 0.08
0.24 0.17 -0.60
-0.60 -0.19 -0.99
0.32 1.37 1.19
-0.24 -0.94 -0.74
-0.43 0.56 -0.33
-0.02 -0.48 0.15
-0.05 0.43 -0.36
-0.08 -0.15 0.01
0.29 0.08 0.21
0.00 -0.15 0.39
0.05 -0.59 -0.25
0.02 -0.33 0.16
0.38 0.31 0.60
0.09 0.06 0.28
0.04 0.43 0.05
0.07 0.01 -0.30
-0.02 -0.36 -0.04
0.14 -0.08 -0.14
0.36 0.35 0.82
-0.52 -0.50 -0.08
1.11 0.40 0.53
-0.21 -0.55 0.04
1.29 -0.57 -1.21
-1.72 1.17 -1.40
-0.66 -1.26 0.29
-0.13 0.94 -0.45
-0.36 0.41 0.77
0.86 0.13 1.61
-0.30 0.51 0.59
-0.04 0.12 -0.25
0.08 0.11 -0.04
-0.22 -0.14 -0.28
-0.30 -0.31 -0.33
-0.30 0.20 -0.13
0.01 0.31 -0.04
0.01 0.03 -0.07
0.02 -0.10 0.30
-0.42 0.03 0.63
0.31 -0.30 0.25
-0.08 -0.05 -0.05
0.72 0.10 -0.23
0.00 0.01 -0.17
0.04 -0.54 -0.06
-0.16 -0.04 -0.80
0.03 -0.31 0.03
0.16 -0.13 -0.33
0.13 0.30 -0.22
0.30 -0.34 0.24
0.10 0.79 -0.32
-0.89 -0.46 -0.05
-0.54 0.17 -0.45
1.30 -0.60 0.65
-0.81 0.16 0.24
1.50 0.04 0.27
-0.05 -0.32 -1.32
-0.35 0.61 0.15
-0.06 0.90 0.11
-1.03 0.51 -0.01
0.87 0.02 0.07
-0.04 -0.13 0.27
-0.10 -0.06 -0.07
0.09 -0.38 -0.03
0.06 0.04 -0.08
0.06 -0.24 0.39
-0.11 0.02 -0.13
-0.15 0.07 0.00
0.60 0.16 0.08
-0.34 -0.27 -0.30
0.02 -0.18 -0.17
-0.02 -0.28 0.07
-0.14 -0.04 -0.05
0.01 -0.04 0.00
0.53 -0.17 0.03
-0.03 -0.45 0.26
-0.51 0.47 0.07
-0.03 -0.35 0.01
0.14 0.15 0.13
0.03 -0.19 0.17

Computed properties:
Strongest force on any atom   0.049 hartree/bohr
HOMO-LUMO gap   0.20254 Eh
E_HOMO   -7.526 eV
2S+1   1
Charge   0

Atom charges from the Löwdin analysis, given in e for atoms 1 to 6:
1. O 0.332
2. H 0.189
3. H 0.211
4. H 0.201
5. Cl 0.664
6. O -0.377


[2]
# C31H82N3O11S

10 unconnected molecules or ions with the total composition C31H82N3O11S at a distorted geometry (ωB97M-V/def2-TZVPD, the OMol25 dataset).

Positions of all 128 atoms, in Å:
1 C 5.1610 -2.7430 -1.4455
2 C 5.1273 -1.2919 -2.1826
3 O 4.1720 -0.3808 -1.5948
4 C 2.9043 -0.3802 -2.2727
5 C 1.8310 -1.4299 -1.6903
6 C 2.0138 -1.4341 -0.0940
7 N 0.7691 -1.6788 0.6937
8 C -0.1335 -0.5457 0.3588
9 C -0.2044 -0.1547 -1.1960
10 N 0.3980 -1.1463 -2.1440
11 C 0.3907 -0.4787 -3.5210
12 C -1.0407 -0.5020 -4.2473
13 C -0.9085 0.3682 -5.5970
14 S -0.6402 -0.8276 -7.0256
15 C -0.2825 -2.4869 -2.2004
16 C -1.8128 -2.5162 -1.7229
17 C -2.5186 -3.7314 -2.5366
18 N -2.0333 -5.1364 -2.3391
19 O -3.4595 -3.4517 -3.3053
20 H 5.6825 -3.4363 -2.2030
21 H 5.8487 -2.6878 -0.5385
22 H 4.1210 -3.1431 -1.2275
23 H 5.0673 -1.3933 -3.3147
24 H 6.1667 -0.8413 -1.9651
25 H 3.1190 -0.4999 -3.3890
26 H 2.4534 0.6692 -2.1203
27 H 2.1939 -2.4613 -2.0589
28 H 2.8622 -2.1431 0.2197
29 H 2.3802 -0.3866 0.2200
30 H 0.3459 -2.5953 0.4975
31 H 0.1144 0.3855 0.9879
32 H -1.2071 -0.8352 0.6664
33 H 0.4174 0.8115 -1.3029
34 H -1.2724 0.1687 -1.4762
35 H 0.6698 0.6357 -3.4524
36 H 1.1026 -1.0523 -4.2232
37 H -1.8240 0.0186 -3.5878
38 H -1.4043 -1.5365 -4.5499
39 H -1.8557 0.9793 -5.7243
40 H 0.0065 1.0566 -5.4721
41 H 0.0301 -1.8940 -6.4057
42 H 0.2562 -3.2685 -1.5489
43 H -0.2648 -2.9442 -3.2586
44 H -2.4170 -1.5905 -1.9980
45 H -1.9413 -2.7359 -0.6012
46 H -1.8670 -5.1800 -1.3120
47 H -1.1023 -5.1378 -2.8041
48 C 3.3560 2.0349 -6.0111
49 C 2.6343 3.0987 -5.2075
50 O 2.7015 2.7964 -3.8164
51 H 2.9135 1.0509 -5.8304
52 H 3.3067 2.2524 -7.0802
53 H 4.4068 1.9717 -5.7135
54 H 1.5809 3.1437 -5.4923
55 H 3.0793 4.0837 -5.3750
56 H 3.6351 2.7673 -3.5692
57 C 4.2826 1.5964 2.8454
58 C 2.8122 1.6501 2.4825
59 O 2.2303 0.3543 2.5919
60 H 4.8146 0.9017 2.1897
61 H 4.7419 2.5841 2.7600
62 H 4.4154 1.2344 3.8689
63 H 2.6847 1.9917 1.4521
64 H 2.2718 2.3354 3.1431
65 H 2.3392 0.0635 3.5068
66 C -4.3397 -7.6446 -3.4472
67 C -4.1613 -8.0884 -4.8857
68 O -4.6059 -9.4298 -5.0471
69 H -3.7797 -8.2970 -2.7720
70 H -3.9960 -6.6172 -3.3107
71 H -5.3910 -7.7063 -3.1509
72 H -3.1081 -8.0462 -5.1710
73 H -4.7293 -7.4457 -5.5659
74 H -5.5395 -9.4591 -4.8026
75 C 8.3012 0.4311 1.1401
76 C 8.1939 -1.0798 1.0784
77 O 7.0647 -1.5194 1.8244
78 H 8.3943 0.7665 2.1759
79 H 9.1672 0.7846 0.5756
80 H 7.4003 0.9000 0.7324
81 H 9.0847 -1.5438 1.5053
82 H 8.0883 -1.4236 0.0436
83 H 6.2813 -1.1104 1.4341
84 C -4.5423 1.3321 2.0767
85 C -3.1784 0.9551 1.5370
86 O -3.2489 -0.3034 0.8664
87 H -4.9057 0.5683 2.7695
88 H -4.5040 2.2904 2.5971
89 H -5.2739 1.4011 1.2659
90 H -2.4564 0.8659 2.3505
91 H -2.8131 1.7100 0.8324
92 H -3.8838 -0.2134 0.1434
93 C -3.0447 2.5303 6.6681
94 C -3.2740 1.9170 5.3012
95 O -2.5832 2.6663 4.3074
96 H -3.3906 3.5667 6.6860
97 H -3.5731 1.9686 7.4417
98 H -1.9783 2.5456 6.9114
99 H -4.3370 1.9233 5.0525
100 H -2.9185 0.8818 5.2716
101 H -1.6438 2.6480 4.5305
102 C 7.1419 3.2299 6.5950
103 C 5.6707 3.2766 6.2331
104 O 5.0940 1.9797 6.3454
105 H 7.6758 2.5360 5.9407
106 H 7.5973 4.2189 6.5070
107 H 7.2771 2.8707 7.6192
108 H 5.5411 3.6148 5.2030
109 H 5.1279 3.9613 6.8923
110 H 5.2037 1.6902 7.2602
111 C -4.9692 6.4312 1.4090
112 C -5.0353 4.9295 1.6029
113 O -5.8546 4.3386 0.5986
114 H -5.9699 6.8678 1.4528
115 H -4.3472 6.8970 2.1768
116 H -4.5567 6.6767 0.4259
117 H -5.4671 4.6890 2.5765
118 H -4.0367 4.4836 1.5486
119 H -5.4621 4.5477 -0.2584
120 C -8.4548 0.4152 3.1287
121 C -8.7740 0.2732 1.6534
122 O -8.9107 1.5557 1.0528
123 H -9.2426 0.9737 3.6402
124 H -8.3528 -0.5645 3.6020
125 H -7.5245 0.9735 3.2706
126 H -9.7136 -0.2651 1.5156
127 H -7.9817 -0.2760 1.1334
128 H -8.0737 2.0249 1.1692

Cartesian forces, eV/Å:
0.70 0.54 -1.42
1.74 -0.91 1.12
-0.74 -0.85 -1.18
-0.55 1.24 -0.33
3.26 -0.63 0.41
0.41 0.50 0.74
0.57 1.13 -1.58
-2.03 -0.68 0.61
-0.15 2.54 1.66
0.71 0.01 -0.31
-0.88 0.06 -2.23
-0.18 0.88 0.12
0.82 -0.67 1.31
0.22 0.08 0.63
-1.70 -2.44 0.39
-0.63 -0.87 -0.39
-2.29 1.11 -1.45
0.20 2.56 0.37
3.34 -1.19 2.44
-0.86 0.80 1.24
-1.31 -0.15 -0.96
1.44 0.45 -0.13
-0.44 0.23 1.37
-1.66 -0.48 -0.42
-0.58 0.02 1.42
0.83 -1.44 -0.24
-1.21 1.49 0.19
-1.43 0.96 -0.69
-0.59 -1.62 -0.43
0.22 0.68 0.10
0.02 -1.44 -1.11
1.75 0.45 -0.42
-0.80 -1.62 -0.14
1.70 -0.95 0.23
-0.03 -1.97 0.23
-0.86 0.93 1.33
1.11 -0.93 -0.87
0.42 1.34 0.71
1.29 -0.91 -0.29
-1.52 -0.85 -0.46
-0.65 1.32 -0.22
-0.54 1.61 -0.97
0.36 1.25 1.43
0.97 -1.31 0.37
0.41 0.53 -1.60
0.18 -0.32 -0.89
-0.68 -0.44 0.46
-0.02 -0.04 -0.10
0.41 -0.10 -0.06
-0.20 -0.16 0.29
-0.07 0.06 -0.07
0.05 -0.07 0.05
-0.02 0.09 -0.09
0.04 0.04 0.19
-0.11 0.00 -0.16
-0.18 0.05 -0.01
0.11 0.02 0.01
0.26 -0.12 0.40
-0.21 -0.02 -0.14
-0.06 0.10 -0.05
0.03 -0.06 0.04
0.00 0.16 0.00
-0.13 -0.14 0.02
0.08 0.17 -0.10
-0.01 -0.01 -0.19
0.06 0.15 0.10
-0.41 -0.09 0.24
0.09 -0.13 -0.13
0.03 0.05 -0.10
-0.06 -0.06 0.04
0.01 0.08 -0.07
-0.10 -0.17 -0.06
0.14 0.17 0.01
0.19 -0.03 -0.06
0.14 0.11 -0.01
-0.29 0.32 -0.02
-0.12 -0.25 0.03
0.06 -0.09 -0.07
-0.07 0.05 0.02
0.06 -0.02 -0.09
-0.20 -0.09 0.04
0.21 0.02 -0.08
0.14 -0.04 0.14
-0.13 0.04 0.10
-0.39 0.17 0.05
0.10 -0.31 -0.39
0.13 0.03 0.00
-0.01 -0.07 -0.09
0.07 0.13 -0.01
-0.03 -0.12 -0.15
0.04 0.15 0.12
-0.02 -0.04 0.25
-0.10 0.03 0.13
0.31 0.08 0.30
0.06 0.05 -0.36
-0.06 -0.11 -0.03
0.07 0.05 0.00
-0.05 -0.11 0.03
0.13 0.06 -0.14
-0.16 -0.09 0.10
-0.19 0.07 -0.02
0.13 0.05 -0.07
0.20 -0.12 0.36
-0.23 -0.13 -0.13
-0.07 0.10 -0.02
0.02 -0.06 0.06
-0.02 0.13 -0.01
-0.11 -0.16 0.06
0.06 0.16 -0.10
-0.02 0.02 -0.19
-0.02 0.13 0.09
0.11 0.26 -0.34
-0.11 -0.31 -0.02
0.07 -0.07 0.07
-0.01 0.02 -0.08
0.09 -0.02 0.08
-0.06 -0.11 -0.16
0.07 0.06 0.21
-0.15 0.00 0.16
-0.04 -0.09 0.15
0.26 0.35 0.13
-0.04 -0.01 -0.13
0.01 -0.10 -0.08
0.03 0.06 0.03
0.03 -0.10 -0.02
0.04 0.16 -0.11
-0.04 -0.21 0.07
-0.19 0.01 -0.05

Computed properties:
Strongest force on any atom   0.084 hartree/bohr
HOMO-LUMO gap   0.33154 Eh
E_HOMO   -11.431 eV
2S+1   1
Charge   +1

Atom charges from the Löwdin analysis, given in e for atoms 1 to 6:
1. C -0.058
2. C -0.223
3. O -0.177
4. C -0.171
5. C -0.183
6. C -0.138